(1)
{"formula": "C21H20ClN5O3", "method": "the ωB97M-V functional and the def2-TZVPD basis", "e_homo_ev": -8.5, "smiles": "C/C(=N\\NC(=O)c1c(Cl)cnn1C)c1cccc(NC(=O)COc2ccccc2)c1", "mol_weight_g_mol": 425.88, "multiplicity": 1, "species": ["C", "C", "N", "N", "C", "O", "C", "N", "N", "C", "C", "Cl", "H", "C", "H", "H", "H", "H", "C", "C", "C", "C", "C", "C", "H", "H", "H", "N", "C", "O", "C", "O", "C", "C", "C", "C", "C", "C", "H", "H", "H", "H", "H", "H", "H", "H", "H", "H", "H", "H"], "coordinates": [[0.53488, 2.31106, -0.99079], [1.15374, 0.97960, -0.65373], [2.40872, 0.74735, -0.61912], [3.32482, 1.67401, -0.94494], [4.66264, 1.42997, -0.85324], [5.47086, 2.17718, -1.37234], [5.03278, 0.24339, -0.06503], [6.04187, -0.59265, -0.40988], [6.23507, -1.53564, 0.49010], [5.37732, -1.31966, 1.47068], [4.58590, -0.20456, 1.17718], [3.39890, 0.50789, 2.17950], [5.35124, -1.95055, 2.33474], [6.81657, -0.56217, -1.61714], [7.06324, 0.46920, -1.86550], [6.25850, -1.00696, -2.44412], [7.72242, -1.13930, -1.44581], [3.06364, 2.55208, -1.39494], [0.28363, -0.16071, -0.34725], [-1.05891, -0.16696, -0.71402], [-1.87037, -1.25990, -0.42630], [-1.34440, -2.35967, 0.24292], [-0.00653, -2.35681, 0.60001], [0.80493, -1.27989, 0.30678], [1.84595, -1.28049, 0.58131], [0.40386, -3.21239, 1.11439], [-1.97771, -3.19979, 0.47226], [-3.20526, -1.19670, -0.83887], [-4.21490, -2.07157, -0.61748], [-4.13840, -3.12712, -0.03089], [-5.53788, -1.59294, -1.23607], [-5.61604, -0.20120, -1.43296], [-5.76484, 0.60490, -0.32975], [-5.68416, 0.16681, 0.98548], [-5.83754, 1.07774, 2.01838], [-6.06427, 2.41571, 1.75484], [-6.13791, 2.85085, 0.44083], [-5.98916, 1.95409, -0.59736], [-6.04760, 2.27230, -1.62666], [-6.31464, 3.89357, 0.22346], [-6.18242, 3.11676, 2.56666], [-5.77465, 0.72933, 3.03832], [-5.49781, -0.86980, 1.21946], [-6.36852, -1.96850, -0.62767], [-5.61926, -2.03294, -2.23560], [-3.46063, -0.35807, -1.34833], [-1.48852, 0.66878, -1.24746], [0.35625, 2.39109, -2.06390], [-0.41028, 2.43021, -0.46910], [1.18802, 3.12826, -0.68693]], "forces_ev_per_angstrom": [[0.255, -0.118, 0.002], [0.476, 0.621, -0.228], [-0.318, -0.739, -0.048], [-0.520, 1.029, -0.256], [0.096, 0.112, -0.118], [-0.009, -0.062, 0.033], [-0.086, -0.313, 0.715], [-0.479, 0.466, 0.261], [0.509, -0.619, 0.089], [-0.237, 0.334, -0.147], [0.241, 0.116, -0.491], [0.035, 0.015, 0.206], [0.012, -0.137, 0.203], [0.344, -0.008, -0.580], [-0.005, -0.115, 0.041], [0.033, 0.004, 0.041], [-0.074, 0.030, 0.021], [0.147, -0.261, 0.112], [-0.367, -0.593, 0.178], [0.201, -0.012, 0.071], [0.285, -0.267, 0.211], [-0.173, -0.070, -0.024], [0.059, 0.162, -0.067], [-0.006, 0.062, -0.001], [0.111, -0.023, 0.040], [0.037, -0.075, 0.052], [-0.024, -0.018, -0.003], [-0.035, 0.405, -0.320], [-0.296, 0.346, -0.211], [-0.046, -0.218, 0.080], [-0.099, -0.373, 0.059], [0.018, 0.230, -0.055], [-0.059, 0.234, 0.096], [0.013, -0.252, -0.233], [-0.025, 0.125, 0.038], [-0.004, 0.026, 0.155], [0.014, -0.023, -0.028], [0.045, -0.209, -0.119], [-0.016, 0.037, -0.119], [-0.017, 0.084, -0.027], [-0.008, 0.056, 0.073], [0.009, -0.032, 0.081], [-0.001, -0.110, 0.026], [0.174, 0.039, -0.010], [0.004, 0.015, 0.168], [-0.058, -0.209, 0.140], [-0.040, 0.132, -0.035], [-0.060, 0.075, -0.057], [-0.042, 0.041, -0.010], [-0.012, 0.060, -0.005]]}

(2)
{"formula": "C5H12O2", "method": "the ωB97M-V functional and the def2-TZVPD basis", "e_homo_ev": -9.9, "smiles": "CC[C@@H](O)[C@@H](C)O", "mol_weight_g_mol": 104.15, "relative_energy_kj_mol": 88.6, "multiplicity": 1, "species": ["C", "C", "C", "O", "C", "C", "O", "H", "H", "H", "H", "H", "H", "H", "H", "H", "H", "H", "H"], "coordinates": [[2.33161, 0.18930, 1.36024], [0.90839, 0.66709, 1.07130], [0.31586, -0.03645, -0.15525], [0.25415, -1.43297, 0.02664], [-1.13212, 0.33426, -0.49620], [-1.51669, -0.13288, -1.88947], [-1.93959, -0.40997, 0.50026], [2.33932, -0.89892, 1.46517], [3.01487, 0.45146, 0.54353], [2.72911, 0.63136, 2.28096], [0.26898, 0.46746, 1.93996], [0.89942, 1.75316, 0.90419], [0.91664, 0.25703, -1.03451], [-0.65202, -1.46479, 0.44573], [-1.26819, 1.41935, -0.37803], [-1.17974, -1.16729, -2.00970], [-2.60331, -0.07366, -1.97159], [-1.09398, 0.46077, -2.70870], [-2.59273, -1.01433, 0.10549]], "forces_ev_per_angstrom": [[0.007, -0.030, -0.025], [-0.118, 0.024, -0.010], [-0.048, 0.332, -0.118], [-0.032, -0.129, 0.246], [-0.327, -0.067, 0.234], [-0.108, -0.039, 0.049], [-0.183, 0.760, -0.324], [0.036, 0.132, 0.015], [-0.116, -0.026, 0.083], [-0.110, -0.065, -0.160], [0.021, 0.019, -0.115], [-0.034, -0.132, 0.001], [0.038, -0.495, 0.163], [1.129, -0.640, -0.124], [-0.387, -0.347, 0.200], [-0.157, 0.098, -0.068], [-0.031, -0.094, -0.197], [0.049, 0.027, 0.368], [0.371, 0.672, -0.220]]}

(3)
{"formula": "C3H9S", "method": "the ωB97M-V functional and the def2-TZVPD basis", "e_homo_ev": -2.5, "mol_weight_g_mol": 77.17, "total_charge": -1, "relative_energy_kj_mol": 28.9, "multiplicity": 1, "species": ["S", "H", "C", "C", "C", "H", "H", "H", "H", "H", "H", "H", "H"], "coordinates": [[-1.17891, 0.91214, -1.51071], [-1.65604, 1.96022, -2.23548], [-0.36806, -1.01300, 1.57476], [0.80061, -0.96621, 0.58602], [1.91335, 0.02948, 0.84541], [-0.06687, -1.34201, 2.57802], [-0.98580, -1.84744, 1.24013], [-0.76557, 0.00004, 1.64585], [0.46204, -0.76926, -0.43230], [1.16489, -2.00986, 0.63519], [1.58860, 1.06803, 0.78490], [2.51446, -0.07773, 1.76497], [2.71529, -0.09737, 0.11823]], "forces_ev_per_angstrom": [[-0.180, 0.413, -0.244], [0.145, -0.335, 0.213], [0.912, 0.169, -0.012], [0.343, -0.978, 0.523], [1.068, 0.071, 0.376], [0.403, 0.278, -0.010], [-0.824, 0.707, -0.140], [-0.865, -0.410, -0.105], [-0.318, -0.117, 0.161], [0.480, 0.366, -0.442], [-0.231, -0.055, -0.069], [-0.744, -0.192, 0.304], [-0.188, 0.084, -0.554]]}

(4)
{"formula": "C17H21BN6V", "method": "the ωB97M-V functional and the def2-TZVPD basis", "e_homo_ev": [-14.5, -14.5], "mol_weight_g_mol": 371.15, "total_charge": 2, "relative_energy_kj_mol": 434.3, "multiplicity": 4, "species": ["C", "N", "N", "C", "C", "B", "N", "N", "C", "C", "C", "V", "N", "N", "C", "C", "C", "H", "H", "H", "H", "H", "H", "H", "H", "H", "H", "H", "C", "H", "H", "H", "C", "C", "C", "C", "C", "C", "C", "H", "H", "H", "H", "H", "H", "H"], "coordinates": [[2.84118, 0.15155, -0.09599], [1.54314, 0.04396, -0.48429], [1.52434, 0.15841, -1.85788], [2.77294, 0.31254, -2.33119], [3.64516, 0.32365, -1.23688], [0.22135, 0.16503, -2.66534], [-0.49154, -1.23315, -2.37141], [-0.57975, -1.87836, -1.10354], [-1.30104, -3.03423, -1.25698], [-1.57286, -3.19089, -2.61347], [-1.02816, -2.08367, -3.26919], [0.04879, -1.13996, 0.53566], [-0.46374, 1.59557, -2.32342], [-0.86734, 1.78549, -1.02810], [-1.30430, 3.01902, -0.89730], [-1.15349, 3.71247, -2.10671], [-0.61660, 2.77593, -2.98278], [-1.74944, 3.36778, 0.05734], [-0.37424, 2.89485, -4.06558], [-1.44676, 4.73946, -2.28724], [0.44696, 0.25742, -3.84842], [-1.03809, -1.85674, -4.32478], [2.94088, 0.37305, -3.38179], [-2.14554, -4.00358, -3.02530], [4.70129, 0.42991, -1.26300], [-1.61867, -3.63336, -0.40318], [3.11865, 0.05138, 0.93662], [-1.24261, 0.28084, 0.43777], [-1.73482, -0.54236, 1.16238], [-2.74233, -0.76400, 0.76835], [-1.11650, -1.66963, 1.30193], [-1.83630, -0.10422, 2.16400], [1.08922, -1.33228, 2.35012], [0.70983, -0.21246, 3.27528], [0.28283, 1.09275, 2.88751], [-0.02700, 2.04854, 3.87989], [0.16879, 1.74374, 5.24079], [0.67713, 0.47636, 5.60749], [0.96758, -0.47372, 4.63292], [2.16850, -1.40123, 2.15906], [0.54617, -2.30512, 2.42122], [0.28245, 1.38342, 1.81565], [-0.39411, 3.04640, 3.59158], [-0.03536, 2.49865, 6.00906], [0.87754, 0.22907, 6.65410], [1.44229, -1.43951, 4.86094]], "forces_ev_per_angstrom": [[-0.590, -0.039, -1.852], [0.531, -0.369, 0.015], [0.155, -0.022, 0.479], [0.012, -0.027, 1.662], [-0.879, -0.059, 0.056], [0.843, -0.424, -0.625], [-0.166, -0.823, 1.021], [-1.063, -0.703, -2.209], [0.692, 1.506, -1.324], [-0.072, -0.113, 0.324], [-0.487, 0.057, 0.677], [5.630, 4.292, -1.515], [-0.357, 1.668, -1.560], [-1.009, 0.827, 1.402], [-0.293, -0.681, 1.710], [-0.904, 1.520, 1.118], [1.543, -3.836, -2.151], [0.535, -0.235, -0.880], [-0.166, -0.232, 1.151], [0.153, -0.145, -0.217], [-0.070, -0.281, 0.325], [-0.017, 0.109, 0.078], [0.186, 0.147, -0.409], [0.134, 0.024, -0.270], [0.548, 0.036, -0.033], [0.354, 0.128, -0.306], [0.046, 0.143, 0.084], [-0.786, -1.192, 0.954], [-1.225, -0.341, 0.251], [0.611, -0.060, 0.043], [-4.897, 0.456, 2.102], [0.189, -0.275, -0.279], [0.269, -0.423, -1.188], [0.180, 0.781, 0.235], [0.364, -0.483, 0.412], [0.256, -0.297, 0.026], [0.082, -0.542, -0.354], [-0.012, 0.506, -0.102], [-0.318, -0.060, -0.279], [-0.384, -0.414, 0.173], [0.754, 0.249, 0.888], [-0.176, -0.157, 0.727], [0.312, -0.580, 0.158], [0.035, -0.390, -0.372], [-0.092, 0.243, -0.374], [-0.451, 0.510, 0.230]]}